Record 1
{
  "formula": "C28H50P2SiSn",
  "method": "the ωB97M-V functional and the def2-TZVPD basis",
  "symbols": ["Sn", "C", "C", "C", "C", "C", "C", "H", "H", "H", "C", "H", "H", "H", "C", "H", "H", "H", "C", "H", "H", "H", "C", "H", "H", "H", "C", "C", "C", "C", "C", "C", "C", "C", "H", "H", "H", "H", "H", "H", "H", "H", "H", "H", "H", "H", "P", "C", "C", "P", "C", "C", "C", "H", "H", "H", "H", "H", "H", "H", "H", "H", "H", "H", "H", "H", "H", "C", "Si", "C", "C", "C", "C", "H", "H", "H", "H", "H", "H", "H", "H", "H"],
  "xyz": [[-3.402, -4.028, 1.379], [1.198, 1.349, -0.651], [1.015, 0.720, -1.908], [-1.055, 1.260, -1.091], [-0.080, 1.728, -0.162], [-0.377, 0.679, -2.188], [2.497, 1.575, 0.020], [2.823, 0.706, 0.618], [2.464, 2.446, 0.686], [3.277, 1.756, -0.728], [-0.333, 2.528, 1.048], [0.603, 2.975, 1.413], [-0.764, 1.926, 1.864], [-1.037, 3.351, 0.838], [-2.515, 1.298, -0.945], [-2.847, 2.224, -0.462], [-2.849, 0.450, -0.322], [-3.017, 1.203, -1.916], [-1.046, 0.173, -3.404], [-1.787, 0.908, -3.754], [-1.593, -0.766, -3.235], [-0.323, -0.020, -4.205], [2.070, 0.224, -2.816], [2.009, 0.728, -3.797], [1.964, -0.862, -2.982], [3.064, 0.413, -2.390], [2.311, -1.725, 2.310], [3.414, -1.583, 1.551], [3.830, -2.440, 0.389], [3.838, -3.974, 0.720], [2.523, -4.609, 0.486], [1.470, -3.958, -0.101], [0.783, -2.722, 0.481], [1.039, -2.487, 1.983], [4.839, -2.154, 0.064], [4.169, -4.144, 1.760], [3.169, -2.267, -0.474], [0.991, -3.462, 2.514], [2.296, -1.308, 3.331], [4.133, -0.795, 1.822], [0.209, -1.881, 2.392], [1.117, -1.847, -0.104], [1.301, -4.039, -1.192], [-0.314, -2.809, 0.357], [4.607, -4.475, 0.101], [2.406, -5.655, 0.830], [-0.527, -5.459, 0.086], [-0.461, -6.081, 1.800], [0.340, -6.877, -0.698], [-3.107, -4.368, -1.010], [-2.149, -5.900, -0.685], [-2.232, -3.197, -2.103], [-4.565, -5.053, -1.852], [-0.623, -5.252, 2.501], [0.536, -6.509, 2.007], [-1.217, -6.869, 1.957], [-0.258, -7.777, -0.497], [1.350, -7.001, -0.293], [0.399, -6.716, -1.782], [-4.561, -6.153, -1.811], [-4.556, -4.755, -2.912], [-5.470, -4.670, -1.357], [-2.687, -6.554, 0.038], [-1.981, -6.472, -1.622], [-2.979, -2.708, -2.754], [-1.477, -3.693, -2.754], [-1.741, -2.395, -1.515], [-2.407, 0.550, 3.949], [-3.826, 0.430, 2.717], [-5.435, 0.048, 3.587], [-4.047, 2.083, 1.852], [-3.366, -0.909, 1.535], [-3.092, -1.948, 0.898], [-2.763, 1.001, 4.885], [-1.583, 1.172, 3.571], [-2.017, -0.453, 4.176], [-5.901, 0.992, 3.904], [-6.120, -0.462, 2.899], [-5.278, -0.580, 4.474], [-3.123, 2.681, 1.854], [-4.392, 1.942, 0.818], [-4.826, 2.659, 2.375]],
  "forces_ev_per_a": [[-0.42, 1.93, 1.55], [-1.43, 0.51, 1.03], [-0.29, 0.13, 0.15], [0.50, -1.32, -2.64], [2.76, -0.45, -0.06], [-1.46, 0.59, 1.60], [0.69, 0.09, 0.09], [-0.14, 0.34, -0.14], [0.10, -0.20, -0.14], [0.00, 0.10, 0.24], [-0.02, 0.45, 0.47], [-0.40, -0.14, -0.01], [0.09, 0.17, -0.21], [0.16, -0.23, 0.09], [-0.56, 0.17, 0.04], [0.05, -0.22, -0.20], [0.01, 0.39, -0.21], [0.06, 0.08, 0.21], [-0.24, -0.18, -0.55], [0.25, -0.29, -0.15], [0.05, 0.11, -0.07], [-0.22, 0.11, 0.03], [0.43, -0.03, -0.10], [0.05, -0.29, 0.31], [0.06, 0.29, -0.10], [-0.19, -0.11, -0.24], [0.40, -0.28, 0.26], [-0.27, 0.27, 0.87], [0.10, -0.38, -0.42], [0.17, 1.44, 0.68], [1.26, -1.98, 1.23], [-3.09, 1.56, -1.36], [0.36, 0.83, 0.29], [0.25, -0.21, -0.01], [-0.35, -0.05, 0.14], [-0.07, 0.05, -0.27], [0.32, -0.05, -0.04], [0.06, 0.40, -0.09], [-0.02, 0.40, -0.84], [-0.21, -0.69, 0.26], [0.26, -0.26, -0.27], [-0.21, -0.01, 0.19], [-0.13, -0.51, 0.53], [0.85, 0.19, -0.32], [-0.50, -0.09, 0.00], [0.35, 0.41, -0.88], [2.00, -1.86, -0.45], [-0.48, 0.09, 0.56], [0.14, 0.03, -0.18], [-0.28, -1.29, -1.79], [-0.03, 0.12, -0.40], [0.47, 0.13, -0.19], [-0.41, 0.15, -0.34], [-0.04, -0.35, 0.06], [-0.43, 0.22, -0.20], [0.31, 0.27, 0.07], [0.31, 0.09, -0.09], [-0.27, -0.10, -0.18], [0.05, -0.13, 0.23], [0.00, 0.41, 0.10], [-0.14, -0.05, 0.39], [0.15, -0.17, -0.42], [0.09, 0.41, -0.53], [0.08, 0.31, 0.56], [0.24, -0.26, 0.32], [-0.56, 0.19, 0.42], [-0.27, -0.45, -0.19], [0.05, -0.26, -0.10], [-0.02, 1.87, 0.90], [0.03, -0.49, -0.14], [-0.15, -0.02, -0.18], [0.30, -2.13, -1.01], [-0.34, 0.66, 1.71], [0.05, -0.11, -0.21], [-0.23, -0.24, 0.12], [-0.01, 0.26, 0.09], [0.18, -0.27, -0.09], [-0.06, 0.10, 0.25], [-0.13, 0.08, -0.21], [-0.34, -0.25, -0.11], [0.06, 0.18, 0.36], [0.27, -0.18, -0.06]],
  "relative_energy_kj_mol": 233.5,
  "total_energy_ev": -62111.8873,
  "charge": 2,
  "gap_ev": [3.132, 3.142]
}

***

Record 2
{
  "formula": "C28H51B3NO18P",
  "method": "the ωB97M-V functional and the def2-TZVPD basis",
  "symbols": ["C", "C", "O", "C", "C", "C", "C", "C", "B", "O", "B", "C", "O", "N", "O", "O", "B", "P", "C", "C", "C", "C", "O", "H", "H", "H", "H", "H", "H", "H", "H", "H", "H", "H", "H", "H", "H", "H", "H", "H", "H", "H", "H", "H", "H", "H", "H", "H", "H", "H", "C", "C", "C", "O", "C", "O", "O", "H", "H", "H", "H", "H", "H", "C", "C", "C", "O", "C", "O", "O", "H", "H", "H", "H", "H", "H", "C", "C", "C", "O", "C", "O", "O", "H", "H", "H", "H", "H", "H", "C", "C", "C", "O", "C", "O", "O", "H", "H", "H", "H", "H", "H"],
  "xyz": [[1.711, 0.020, -1.597], [2.189, 0.996, -2.667], [1.201, 1.099, -3.693], [1.005, 2.427, -4.165], [0.013, 3.162, -3.277], [-0.720, 4.324, -3.971], [-2.210, 4.059, -4.200], [-3.099, 4.687, -3.099], [-3.664, 3.673, -2.056], [-3.706, 2.300, -2.248], [-3.849, 1.537, -1.110], [-4.106, -0.009, -1.311], [-4.589, -0.607, -0.097], [-4.268, -1.994, -0.019], [-4.698, -2.616, -0.907], [-3.735, 2.043, 0.159], [-3.458, 3.410, 0.158], [-2.183, 4.324, 1.277], [-0.558, 3.629, 0.701], [0.086, 2.575, 1.617], [-2.445, 3.873, 3.052], [-1.480, 4.707, 3.926], [-4.112, 4.143, -0.818], [1.955, 0.349, -0.594], [2.081, -0.985, -1.747], [0.626, -0.008, -1.663], [2.324, 1.972, -2.205], [3.126, 0.636, -3.081], [0.644, 2.366, -5.188], [1.972, 2.932, -4.197], [-0.683, 2.423, -2.887], [0.565, 3.552, -2.426], [-0.545, 5.224, -3.388], [-0.232, 4.500, -4.928], [-2.486, 4.475, -5.162], [-2.356, 2.984, -4.181], [-2.487, 5.380, -2.524], [-3.906, 5.291, -3.510], [-4.803, -0.126, -2.137], [-3.161, -0.482, -1.578], [0.144, 4.419, 0.471], [-0.748, 3.137, -0.251], [-0.357, 1.604, 1.426], [-0.047, 2.830, 2.660], [1.137, 2.476, 1.374], [-3.452, 4.200, 3.276], [-2.346, 2.815, 3.269], [-2.019, 5.221, 4.711], [-1.039, 5.490, 3.314], [-0.666, 4.112, 4.319], [8.279, -2.592, -3.819], [6.867, -2.071, -3.754], [6.711, -0.592, -4.012], [5.512, -0.288, -3.285], [5.419, -1.178, -2.264], [4.651, -1.099, -1.361], [6.333, -2.169, -2.418], [8.949, -1.975, -3.218], [8.332, -3.606, -3.424], [8.642, -2.600, -4.846], [6.217, -2.652, -4.413], [6.596, -0.343, -5.064], [7.529, -0.005, -3.586], [12.253, -1.312, 0.191], [11.378, -2.131, -0.723], [11.277, -3.598, -0.378], [10.984, -4.183, -1.655], [11.522, -3.376, -2.604], [11.617, -3.656, -3.754], [11.927, -2.202, -2.054], [13.224, -1.790, 0.332], [12.435, -0.327, -0.237], [11.778, -1.188, 1.163], [10.384, -1.681, -0.800], [10.489, -3.824, 0.336], [12.223, -4.010, -0.020], [-4.716, -3.190, 2.944], [-4.284, -2.821, 4.340], [-5.125, -1.761, 5.009], [-4.196, -1.178, 5.932], [-2.951, -1.340, 5.408], [-1.971, -0.813, 5.824], [-2.992, -2.182, 4.346], [-4.860, -2.301, 2.335], [-3.955, -3.794, 2.453], [-5.649, -3.754, 2.967], [-4.211, -3.714, 4.966], [-5.989, -2.160, 5.537], [-5.450, -0.985, 4.311], [-9.627, -1.729, 4.060], [-9.773, -3.175, 3.657], [-9.489, -4.181, 4.748], [-9.074, -5.329, 3.994], [-8.537, -4.878, 2.831], [-7.929, -5.545, 2.061], [-8.785, -3.550, 2.679], [-8.676, -1.559, 4.568], [-9.646, -1.085, 3.182], [-10.437, -1.435, 4.726], [-10.757, -3.348, 3.214], [-10.355, -4.418, 5.360], [-8.660, -3.876, 5.392]],
  "forces_ev_per_a": [[-0.55, 0.17, -0.22], [-0.37, -0.31, 0.38], [0.16, 0.07, -0.28], [0.04, -0.58, 0.22], [0.27, 0.46, 0.11], [0.43, -0.46, 0.00], [-0.02, 0.57, 0.45], [0.36, -0.59, -0.08], [-0.73, 0.49, -0.34], [0.39, 0.32, 0.32], [-0.43, -1.25, 0.21], [-0.32, 0.39, 0.02], [0.59, 0.11, 0.11], [-0.75, -0.25, 0.00], [0.44, 0.17, -0.09], [0.58, 0.50, -0.47], [-0.83, -0.40, 0.85], [-0.12, 1.36, 0.09], [-0.10, -1.01, 0.13], [-0.27, 0.17, -0.56], [0.60, 0.04, -0.10], [-0.16, 0.07, -0.64], [1.13, -0.01, -0.16], [0.30, -0.01, 0.14], [0.14, -0.17, 0.01], [-0.20, -0.05, 0.06], [0.22, 0.20, -0.03], [0.20, 0.26, -0.18], [-0.17, -0.16, -0.16], [0.04, 0.26, -0.07], [-0.22, -0.13, -0.02], [0.02, -0.03, 0.29], [-0.24, 0.29, 0.00], [0.07, 0.05, -0.20], [-0.20, -0.17, -0.25], [-0.15, -0.16, -0.48], [-0.08, 0.28, 0.16], [-0.18, 0.05, -0.07], [-0.10, -0.31, -0.17], [0.14, -0.07, -0.23], [-0.02, 0.43, 0.20], [-0.01, 0.02, -0.31], [-0.22, -0.19, 0.19], [0.22, -0.08, 0.22], [0.28, 0.05, 0.15], [-0.37, -0.17, -0.07], [-0.16, -0.20, 0.03], [0.02, -0.12, 0.39], [0.18, 0.19, -0.02], [0.04, -0.09, 0.28], [0.07, -0.06, 0.33], [0.38, -0.10, -0.06], [-0.13, 0.08, -0.13], [0.09, -0.04, 0.04], [0.06, -0.11, 0.09], [0.09, 0.05, -0.08], [-0.16, 0.11, -0.07], [-0.02, 0.07, -0.05], [-0.03, -0.04, -0.11], [-0.01, 0.00, -0.01], [-0.06, 0.04, 0.01], [-0.18, 0.05, 0.04], [0.07, -0.08, 0.00], [0.24, 0.03, -0.18], [0.22, 0.18, 0.26], [-0.18, -0.10, 0.04], [0.09, 0.07, 0.03], [0.02, 0.03, -0.09], [-0.03, 0.02, 0.05], [-0.18, -0.13, -0.01], [-0.03, -0.05, 0.00], [-0.10, 0.03, 0.03], [-0.04, -0.01, -0.01], [-0.03, -0.06, -0.02], [-0.09, -0.09, -0.14], [0.04, 0.10, 0.03], [0.16, 0.08, -0.05], [-0.17, -0.13, -0.36], [-0.07, 0.02, 0.18], [-0.02, -0.01, -0.09], [0.10, -0.01, -0.08], [-0.07, -0.01, -0.01], [-0.05, 0.05, 0.24], [-0.02, 0.08, 0.06], [-0.03, -0.08, 0.05], [0.02, -0.03, 0.03], [0.01, 0.04, 0.06], [0.09, 0.04, 0.16], [0.01, -0.07, -0.10], [0.26, 0.05, -0.14], [0.02, 0.35, 0.14], [-0.12, -0.16, 0.04], [0.02, 0.14, 0.00], [0.07, -0.01, -0.09], [-0.01, 0.04, 0.07], [-0.07, -0.18, 0.06], [-0.01, -0.04, 0.03], [-0.11, -0.02, 0.00], [-0.02, -0.03, 0.00], [0.00, -0.07, 0.01], [0.01, -0.17, -0.07], [-0.02, 0.11, -0.01]],
  "relative_energy_kj_mol": 44.7,
  "total_energy_ev": -79530.4465,
  "charge": 0,
  "gap_ev": 7.989
}